1.
Density functional theory data (ωB97M-V with the def2-TZVPD basis set) for one molecule with the formula C3H5NO3 in a non-equilibrium geometry.

- total charge = 0
- Kohn-Sham gap (eV) = 10.6
- energy above the lowest of the compared OMol25 structures with the same formula, charge and spin (kJ/mol) = 588.61
- 2S+1 = 1
- DFT total energy (hartree) = -397.61250
- HOMO (eV) = -10.1
- SMILES = CN(C=O)OC=O

Geometry as XYZ:
```
12
Properties=species:S:1:pos:R:3:forces:R:3
C -0.65961 2.00824 0.23736 -1.03 3.10 -0.68
N -0.40517 0.71380 -0.31039 0.31 1.94 2.21
C 0.26221 0.24230 -1.31982 1.14 -3.61 -7.43
O 0.17189 -1.01079 -1.46150 1.99 2.89 -1.19
O -0.71541 -0.38929 0.41497 -5.07 3.60 0.00
C 0.14250 -1.01515 1.05414 6.67 -4.04 4.53
O 1.36889 -0.93425 1.34404 -4.50 0.93 -1.75
H -1.76899 2.21312 0.46572 1.37 -0.94 -0.60
H -0.17136 2.36430 1.28582 -0.20 -1.07 -2.93
H -0.50343 2.65175 -0.79834 0.14 -0.89 3.19
H 0.69887 0.85601 -2.39777 -1.25 -0.91 3.91
H -0.49254 -1.81952 1.40717 0.41 -0.99 0.73
```
Forces are in eV/Å.

Atomic partial charges in e from the natural (NBO) method, atoms 1 to 4: -0.45 -0.18 0.48 -0.63


2.
Density functional theory data (ωB97M-V with the def2-TZVPD basis set) for C4H9AgMgO4 as an isolated structure in a non-equilibrium geometry.

- total charge = 0
- Kohn-Sham gap (eV) = 7.4
- energy above the lowest of the compared OMol25 structures with the same formula, charge and spin (kJ/mol) = 44.07
- 2S+1 = 1
- DFT total energy (hartree) = -805.77567
- HOMO (eV) = -7.6

Geometry as XYZ:
```
19
Properties=species:S:1:pos:R:3:forces:R:3
O -2.93223 -1.02473 -1.28010 0.28 0.54 -0.39
Mg -1.89867 -0.76925 -2.76244 0.18 0.11 0.90
O -0.19640 -0.03365 -3.16465 -0.35 -0.15 -0.08
C 0.29674 1.00752 -2.45182 0.11 0.22 -0.33
O 0.16806 0.84222 -1.02356 0.43 0.13 0.26
C 1.06431 -0.09724 -0.45623 -0.07 -0.59 -0.27
C 0.96491 -0.02703 1.04837 0.32 0.13 0.16
O -0.33098 -0.42633 1.45722 0.13 -0.11 0.13
C -0.48288 -0.54799 2.85673 -0.03 0.01 0.34
Ag -1.99579 0.41005 0.05735 -0.80 -0.66 -0.60
H -0.24326 1.95589 -2.64099 0.18 -0.22 0.09
H 1.37751 1.16336 -2.65257 -0.26 -0.07 0.02
H 2.10197 0.14057 -0.74685 -0.23 -0.07 0.01
H 0.82779 -1.13932 -0.79292 0.15 0.75 0.17
H 1.16129 1.00136 1.39951 0.00 -0.22 -0.08
H 1.72132 -0.70071 1.48571 -0.17 0.13 -0.06
H -1.51242 -0.87328 3.05010 0.30 0.09 -0.09
H 0.21350 -1.29984 3.26082 -0.14 0.19 -0.10
H -0.30479 0.41840 3.35632 -0.02 -0.23 -0.08
```
Forces are in eV/Å.

Atomic partial charges in e from the natural (NBO) method, atoms 1 to 4: -1.75 1.81 -1.06 0.25


3.
Density functional theory data (ωB97M-V with the def2-TZVPD basis set) for a 2-piece molecular cluster, C25H19NO2 overall in a non-equilibrium geometry.

- total charge = 0
- Kohn-Sham gap (eV) = 4.3
- energy above the lowest of the compared OMol25 structures with the same formula, charge and spin (kJ/mol) = 0.00
- 2S+1 = 1
- DFT total energy (hartree) = -1169.20667
- HOMO (eV) = -6.8

Geometry as XYZ:
```
47
Properties=species:S:1:pos:R:3:forces:R:3
C -0.82413 2.69760 6.02818 -0.13 -0.41 -0.24
O -1.38878 1.54228 5.36759 0.49 0.15 -0.52
C -0.95997 1.23499 4.11585 0.11 0.22 -0.21
C -1.53821 0.09327 3.50412 0.20 0.48 0.43
C -1.20487 -0.24330 2.21349 -0.09 0.11 -0.10
C -0.33255 0.56167 1.43947 0.27 -0.13 0.58
C -0.18464 0.35381 0.02374 0.37 -0.11 0.58
C 0.87603 0.96190 -0.75692 0.36 0.37 -1.62
C 0.41515 1.12239 -2.10854 1.05 0.50 0.81
C 1.16691 1.80991 -3.05264 -0.33 -0.31 0.40
C 2.40371 2.33882 -2.66144 0.13 -0.20 0.51
C 2.89756 2.11856 -1.36312 -0.11 0.08 -0.30
C 2.14915 1.41107 -0.41366 -0.21 -0.13 -0.09
C -0.92339 0.56037 -2.19337 -1.12 -0.49 0.73
C -1.28950 0.08035 -0.88293 -0.41 -0.02 -1.73
C -2.56890 -0.43309 -0.68785 0.37 0.06 -0.13
C -3.44789 -0.49819 -1.77757 0.02 0.20 -0.28
C -3.09081 0.00294 -3.03971 -0.02 -0.27 0.42
C -1.81260 0.53355 -3.25752 0.36 0.00 0.53
C 0.30199 1.65164 2.09945 -0.12 -0.29 -0.30
C 0.00082 1.99459 3.40578 -0.42 -0.25 0.43
H -1.28953 2.68713 7.01320 0.14 0.11 -0.12
H 0.26806 2.61020 6.12099 -0.31 -0.04 0.00
H -1.08011 3.62419 5.49599 0.02 -0.26 0.09
H -2.26060 -0.47899 4.08324 0.25 0.01 -0.14
H -1.59613 -1.15750 1.77691 0.10 0.17 0.10
H 0.76494 1.93644 -4.05831 0.28 0.08 0.21
H 2.99246 2.92030 -3.37084 -0.11 -0.20 0.19
H 3.87508 2.51588 -1.08189 -0.30 -0.18 -0.15
H 2.54313 1.19148 0.57628 0.08 0.13 -0.25
H -2.86418 -0.78241 0.29550 -0.17 0.01 -0.30
H -4.43663 -0.93495 -1.63382 0.26 0.17 -0.05
H -3.81246 -0.01904 -3.85815 0.20 -0.06 0.27
H -1.49623 0.93266 -4.22049 -0.26 -0.13 0.15
H 1.00974 2.27589 1.56054 -0.30 -0.10 0.06
H 0.47712 2.86200 3.87191 -0.20 -0.38 -0.28
O 0.63195 -2.04941 0.07474 -0.58 0.96 1.19
C 1.05333 -2.86531 -0.79796 0.83 -1.27 -2.06
C 1.08714 -2.54192 -2.20946 -0.11 0.08 0.61
C 1.56945 -3.42955 -3.15264 0.04 -0.39 0.89
N 2.03131 -4.64842 -2.83834 0.21 -0.35 -0.45
C 2.02363 -5.02232 -1.54819 -0.40 1.01 -0.33
C 1.56140 -4.20714 -0.52515 -0.31 0.78 0.20
H 0.72525 -1.56851 -2.52605 0.03 -0.06 0.04
H 1.58567 -3.14988 -4.21086 0.02 -0.13 0.27
H 2.40929 -6.02611 -1.33844 -0.14 0.34 0.00
H 1.58183 -4.56983 0.49888 -0.03 0.12 -0.05
```
Forces are in eV/Å.

Atomic partial charges in e from the natural (NBO) method, atoms 1 to 4: -0.26 -0.48 0.38 -0.27